# C35H25ClFN6OSTi

C35H25ClFN6OSTi as an isolated structure at a distorted geometry (ωB97M-V/def2-TZVPD, OMol25).

relative energy (zero: lowest compared OMol25 entry of this formula, charge and spin)	12.8	kcal per mole
calculated total energy	-3560.334689	a.u.
HOMO (alpha / beta)	-6.33 / -7.48	eV
charge	0
Kohn-Sham gap (alpha / beta)	5.35 / 6.60	eV
multiplicity	2
LUMO level (alpha / beta)	-1.0 / -0.9	eV

Each line ends with the Mulliken spin population.
Element x y z (Å)
Ti: -0.663 -0.037 -0.296  0.890
N: -3.130 3.485 0.936  -0.003
C: -2.187 2.633 0.445  -0.006
S: -2.541 1.745 -0.982  0.000
N: -1.061 2.589 1.123  0.005
N: -0.194 1.619 0.770  -0.089
C: 1.082 1.860 0.912  0.029
C: 1.606 3.207 1.237  0.012
C: 2.477 3.816 0.332  0.006
C: 2.958 5.094 0.563  -0.001
C: 2.587 5.777 1.713  0.002
C: 1.728 5.176 2.621  -0.001
C: 1.230 3.904 2.382  0.006
C: 1.977 0.766 0.584  0.014
C: 3.358 0.816 0.807  0.008
C: 4.144 -0.258 0.454  0.001
C: 3.538 -1.385 -0.092  0.014
C: 2.169 -1.380 -0.250  0.003
N: 1.398 -0.340 0.065  0.011
H: -3.856 3.769 0.304  0.000
H: -2.804 4.168 1.602  0.000
H: 2.767 3.281 -0.565  0.001
H: 3.619 5.558 -0.158  0.000
H: 2.968 6.773 1.895  0.000
H: 1.442 5.705 3.521  0.000
H: 0.549 3.445 3.084  0.000
H: 3.783 1.694 1.269  0.002
H: 5.214 -0.230 0.611  0.000
H: 4.120 -2.250 -0.376  0.000
H: 1.659 -2.253 -0.634  0.003
Cl: 3.775 -0.343 -6.161  0.000
C: 2.715 -0.001 -4.825  -0.002
C: 2.693 1.290 -4.280  0.010
C: 1.855 1.583 -3.235  -0.006
C: 0.993 0.604 -2.686  0.023
O: 0.179 0.894 -1.736  0.004
C: 1.035 -0.706 -3.247  0.003
C: 0.108 -1.700 -2.828  0.051
N: -0.706 -1.582 -1.822  -0.053
C: -1.700 -2.540 -1.586  0.010
C: -1.835 -3.768 -2.206  -0.006
C: -2.881 -4.633 -1.865  0.002
C: -3.803 -4.287 -0.915  -0.004
C: -3.703 -3.047 -0.255  -0.005
C: -4.583 -2.652 0.771  0.018
C: -4.401 -1.433 1.363  -0.006
C: -3.349 -0.616 0.950  0.026
N: -2.485 -0.960 0.011  0.005
C: -2.650 -2.164 -0.597  0.014
C: 1.905 -0.980 -4.322  0.006
H: 3.339 2.052 -4.697  0.001
H: 1.824 2.578 -2.811  0.001
H: 0.070 -2.593 -3.451  -0.005
H: -1.129 -4.089 -2.959  -0.001
H: -2.950 -5.596 -2.354  0.000
H: -4.610 -4.959 -0.651  0.000
H: -5.381 -3.316 1.078  0.001
H: -5.048 -1.102 2.163  0.000
H: -3.198 0.347 1.418  0.000
H: 1.926 -1.976 -4.748  0.000
F: -1.093 -3.440 5.010  0.000
C: -0.884 -2.699 3.893  0.004
C: -0.914 -1.325 3.970  -0.001
C: -0.739 -0.586 2.800  0.045
C: -0.526 -1.178 1.547  -0.076
C: -0.449 -2.579 1.555  0.035
C: -0.635 -3.345 2.700  0.001
H: -1.069 -0.843 4.928  0.000
H: -0.788 0.494 2.892  0.004
H: -0.239 -3.123 0.637  -0.003
H: -0.600 -4.428 2.674  0.000